# 1
Below is a cluster of 8 separate species, C5H25NO8 in total at a distorted geometry, with properties calculated with wB97M-V/def2-TZVPD.

Summary:
Structure (SMILES)   CCN(C)C(C)=O.O.O.O.O.O.O.O
Kohn-Sham gap   9.94 eV
LUMO energy   0.0089 Ha
HOMO level   -9.70 eV

XYZ file:
```
39
Properties=species:S:1:pos:R:3:forces:R:3
C -2.5075 2.0404 0.1249 3.8 -0.7 -0.7
C -1.8204 2.0291 -1.3157 -0.7 1.3 3.2
N -0.3932 2.1919 -1.0918 1.4 -2.0 0.1
C 0.2651 3.2810 -1.7484 -0.8 -1.5 -5.0
C 0.2987 1.0193 -0.7634 -0.8 0.8 -0.4
C 1.7885 1.0529 -0.6538 1.6 0.0 -4.0
O -0.3385 -0.0287 -0.6491 0.1 0.1 0.2
H -2.2515 1.0800 0.5822 0.4 0.5 0.5
H -2.1942 2.9448 0.6744 0.8 -0.6 -0.1
H -3.4905 2.1129 0.3129 -4.1 0.0 -0.8
H -2.2073 2.8976 -1.7854 -0.1 0.6 -0.9
H -1.9260 1.1602 -1.8874 -0.9 -1.4 -0.7
H 0.5197 4.0013 -1.1012 0.8 3.0 2.2
H -0.4760 3.6403 -2.5673 1.3 -0.1 1.5
H 1.1961 3.0349 -2.3683 -1.3 -0.1 1.0
H 2.2332 1.8519 -1.3121 -0.7 -0.4 0.7
H 2.2892 1.2084 0.2447 0.0 0.2 2.1
H 2.3366 0.1540 -1.1103 -1.5 0.9 0.9
O -0.5334 -2.5192 2.8235 1.0 1.0 1.5
H -0.8586 -3.3476 3.1364 -0.4 -0.9 0.3
H -0.7934 -2.4489 1.9310 -0.3 -0.3 -1.8
O -0.5210 -2.7133 -0.2900 1.8 -4.6 -1.0
H -0.7319 -1.8584 -0.2703 -2.2 6.2 1.7
H -0.1197 -2.4833 -1.1496 0.4 -1.8 -0.6
O 0.4941 -2.2120 -3.1113 1.5 -0.7 1.2
H 1.3276 -2.2227 -2.5411 -1.7 0.5 -1.4
H 0.0793 -1.3460 -3.0755 0.3 0.3 0.3
O 0.7546 0.8902 3.6338 1.5 -1.4 -1.6
H -0.0891 1.0719 4.0054 -1.2 -0.1 0.2
H 0.6953 0.0916 3.0285 -0.3 1.5 1.3
O 3.4906 -1.3483 -0.6803 1.4 0.3 0.1
H 3.7835 -1.3507 0.2573 -0.3 0.0 -1.0
H 2.7440 -1.9358 -0.6175 -0.2 -0.2 0.1
O -3.2589 -1.3480 1.4618 0.3 1.0 3.2
H -2.2857 -1.4014 1.3453 -1.0 0.2 0.2
H -3.3750 -1.0441 2.4668 0.5 -1.1 -3.4
O 2.3069 -2.5788 1.1202 -1.9 -0.8 3.1
H 2.0543 -2.4818 2.1051 0.7 -0.1 -2.1
H 1.5146 -3.0856 0.8356 0.4 0.4 -0.1
```
Positions in Å, forces in eV/Å.

Per-atom natural (NBO) charges, elementary charge units: -0.6212, -0.2057, -0.4368, -0.3899, 0.7129, -0.7647, -0.7188, 0.2241, 0.2028, 0.2131, 0.1974, 0.2104, 0.1937, 0.2010, 0.2015, 0.2171, 0.2523, 0.2916, -0.9558, 0.4796, 0.4750, -0.9718, 0.4732, 0.4848, -0.9463, 0.4782, 0.4845, -0.9530, 0.4711, 0.4826, -0.9466, 0.4886, 0.4738, -0.9333, 0.4603, 0.4744, -0.9915, 0.4938, 0.4976

---

# 2
Below is a structure of composition C4H10S2 at a distorted geometry, with properties calculated with wB97M-V/def2-TZVPD.

Summary:
Kohn-Sham gap   5.48 eV
LUMO energy   -0.0462 Ha
HOMO level   -6.74 eV

XYZ file:
```
16
Properties=species:S:1:pos:R:3:forces:R:3
C -2.4890 0.5333 1.2136 -0.9 1.1 -2.1
C -2.4261 0.0949 -0.1365 -2.4 0.5 1.7
S 0.0648 -1.6393 0.8216 -0.7 0.5 -0.2
S 1.2257 -0.0107 1.3254 -0.1 0.0 0.4
C 1.8049 0.5957 -0.2878 0.6 0.0 -0.1
C 2.4813 -0.5273 -1.0885 -0.5 0.0 -0.1
H -1.6946 -0.4256 0.7841 2.2 -1.6 0.2
H -1.8200 1.3160 1.5498 -0.1 0.1 -0.1
H -3.2889 0.2104 1.8697 0.6 -0.7 0.1
H -2.1564 0.6927 -0.9898 1.6 0.0 0.2
H -3.0522 -0.7468 -0.4373 0.1 0.1 0.3
H 2.5627 1.3827 -0.1203 -0.6 -0.1 0.3
H 0.8863 1.0486 -0.6898 0.6 -0.2 -0.7
H 2.7452 -0.2824 -2.1240 -0.1 0.3 0.2
H 3.3832 -0.8922 -0.5838 -0.2 0.3 0.0
H 1.7730 -1.3498 -1.1063 0.1 -0.3 -0.2
```
Positions in Å, forces in eV/Å.

Per-atom natural (NBO) charges, elementary charge units: -0.4058, -0.3081, -0.5602, 0.0276, -0.5367, -0.6358, 0.3612, 0.2493, 0.2516, 0.2564, 0.2382, 0.2179, 0.1951, 0.2033, 0.2121, 0.2338

---

# 3
Below is a structure of composition C37H33BrInN4O5PS2 at a distorted geometry, with properties calculated with wB97M-V/def2-TZVPD.

Summary:
Net charge   -2
Kohn-Sham gap   4.81 eV
LUMO energy   0.1321 Ha
HOMO level   -1.21 eV

XYZ file:
```
84
Properties=species:S:1:pos:R:3:forces:R:3
In -1.8881 -1.3856 1.3284 0.0 0.9 0.2
N 0.7832 -1.9236 -1.7024 0.0 0.2 0.0
P 1.9278 -0.6510 -1.3612 0.0 -0.1 0.0
C 3.2097 -0.9776 -2.6367 0.0 0.0 0.0
C 4.4434 -0.3501 -2.4848 0.0 0.0 0.0
C 5.4635 -0.5508 -3.4043 0.0 0.0 0.0
C 5.2668 -1.4046 -4.4818 0.0 0.0 0.0
C 4.0443 -2.0470 -4.6321 0.0 0.0 0.0
C 3.0234 -1.8324 -3.7172 -0.1 0.0 -0.1
C 1.0720 0.7942 -2.0970 0.0 0.1 -0.3
C -0.0854 1.1655 -1.2984 -0.1 0.2 -0.1
C -1.5222 2.9911 -2.4015 -0.1 -0.4 -0.1
C 0.2684 3.6681 -3.9240 0.0 -0.2 0.0
C 1.2423 2.6913 -3.8775 -0.1 0.2 -0.1
C 1.5346 1.4812 -3.1811 0.1 -0.2 0.1
C 1.0109 -3.1617 -1.1405 0.1 -0.2 0.1
C -0.0614 -4.0068 -0.7988 0.3 -0.2 -0.2
C 0.2311 -5.2364 -0.2638 0.1 0.0 0.0
C 1.5641 -5.6143 -0.0786 0.0 0.0 0.0
C 2.5384 -4.7052 -0.4332 0.0 -0.1 0.0
N 2.2861 -3.5042 -0.9552 0.1 0.1 0.0
H -0.1815 -1.6092 -1.6277 0.0 -0.1 0.0
H 4.6016 0.3071 -1.6357 0.0 0.0 0.0
H 6.4140 -0.0463 -3.2758 0.0 0.0 0.0
H 6.0633 -1.5721 -5.1974 0.0 0.0 0.0
H 3.8850 -2.7195 -5.4672 0.0 0.0 0.0
H 2.0663 -2.3296 -3.8311 0.0 0.0 0.0
H -1.3384 2.5052 -0.4031 0.0 0.0 -0.1
H -2.3212 3.6349 -2.0257 0.0 0.1 0.0
H 0.4553 4.4644 -4.6419 0.0 0.0 0.0
H 2.0001 2.9130 -4.6230 0.0 0.0 0.0
H 2.3906 1.0058 -3.6504 0.0 0.0 0.0
H -1.0836 -3.6548 -0.9049 0.2 -0.1 -0.1
H -0.5775 -5.8946 0.0310 0.0 0.0 0.0
H 1.8316 -6.5725 0.3467 0.0 0.0 0.0
H 3.5893 -4.9406 -0.2889 0.0 0.0 0.0
C -4.4570 0.6531 0.8039 0.0 0.0 0.0
C -3.3321 1.4867 1.3270 0.0 0.0 0.0
C -3.4464 2.8966 1.4085 0.0 0.0 0.0
C -2.4051 3.6262 1.8889 0.0 0.0 0.0
C -1.2209 2.9821 2.3147 0.0 0.0 0.0
C -0.1151 3.7045 2.8133 0.0 0.0 0.0
C 1.0112 3.0261 3.1785 0.0 0.0 0.0
C 1.0722 1.6268 3.0682 0.0 0.0 0.0
C 0.0171 0.8725 2.5968 0.1 0.0 0.0
S 0.1871 -0.8677 2.5302 0.0 0.1 -0.1
C -1.1691 1.5754 2.2017 0.0 0.0 0.0
N -2.2315 0.8792 1.7071 0.0 0.0 0.0
H -5.2943 1.2789 0.4971 0.0 0.0 0.0
H -4.7798 -0.0451 1.5792 0.0 0.0 0.0
H -4.1259 0.0472 -0.0441 0.0 0.0 0.0
H -4.3570 3.3688 1.0656 0.0 0.0 0.0
H -2.4588 4.7082 1.9429 0.0 0.0 0.0
H -0.1706 4.7856 2.8658 0.0 0.0 0.0
H 1.8819 3.5640 3.5323 0.0 0.0 0.0
H 1.9814 1.1108 3.3502 0.0 0.0 0.0
C -1.7077 -4.0229 4.5025 0.0 0.0 0.0
C -2.6586 -3.7810 3.3365 0.1 -0.2 0.3
C -3.5509 -4.9908 3.0819 0.1 0.0 -0.2
O -1.8246 -3.5288 2.2045 0.5 -0.7 1.2
C -3.5306 -2.5514 3.6842 -0.1 -0.2 -0.1
O -4.3873 -2.6811 4.5599 0.1 0.1 0.0
O -3.2659 -1.4948 3.0301 -0.2 0.6 0.0
H -1.0979 -4.9066 4.3007 0.0 0.0 0.0
H -2.2760 -4.1641 5.4210 0.0 0.0 0.0
H -1.0453 -3.1629 4.6186 0.0 0.0 0.0
H -2.9294 -5.8712 2.8992 0.0 0.0 0.0
H -4.1763 -4.8149 2.2032 0.0 0.0 0.0
H -4.1991 -5.1627 3.9387 0.0 0.0 0.0
H -2.3470 -3.5469 1.3827 -0.6 -0.7 -0.9
S -2.8757 -2.5812 -0.3941 -0.8 0.5 -0.3
Br 0.8545 7.7156 -0.6348 0.0 0.0 0.0
C 1.1381 5.8373 -0.4635 0.0 0.0 0.0
C 2.3020 5.3836 0.1260 0.0 0.0 0.0
N 2.5381 4.0862 0.2849 0.0 0.0 0.0
C 1.6223 3.2228 -0.1491 0.0 0.0 0.0
C 0.4304 3.5862 -0.7829 0.0 0.0 0.0
C 0.1929 4.9479 -0.9342 0.0 0.0 0.0
C -0.6245 2.5781 -1.2319 0.0 0.1 0.2
O -0.8687 3.8561 -3.3497 0.1 0.3 0.0
O -0.6302 0.2943 -0.6264 0.0 0.0 0.2
H 3.0542 6.0793 0.4812 0.0 0.0 0.0
H 1.8460 2.1760 0.0286 0.0 0.0 0.0
H -0.7177 5.2865 -1.4086 0.0 0.0 0.0
```
Positions in Å, forces in eV/Å.

Per-atom Löwdin charges, elementary charge units: 0.2699, -0.1096, 1.0739, -0.3943, -0.1196, -0.1094, -0.1203, -0.1003, -0.0924, -0.3054, -0.3923, -0.1207, -0.1991, -0.0802, -0.0822, -0.4024, -0.0699, -0.0843, -0.1113, -0.1773, 0.0963, 0.0647, 0.0986, 0.0899, 0.0861, 0.0917, 0.1006, 0.1180, 0.0426, 0.1134, 0.0750, 0.0837, -0.0693, 0.1020, 0.0791, 0.0901, -0.0314, -0.2890, -0.0122, -0.0113, -0.1686, -0.0629, -0.1008, -0.1257, -0.5845, 0.6799, -0.2139, 0.0783, 0.0764, 0.0827, 0.0429, 0.1080, 0.1161, 0.1063, 0.0993, 0.0962, -0.0127, -0.5288, -0.0169, -0.1785, -0.6074, 0.0160, -0.0922, 0.0838, 0.0859, 0.0807, 0.0817, 0.0896, 0.0805, -0.1031, 0.0983, 0.6663, -0.6642, -0.2238, 0.0783, -0.0820, -0.1290, -0.0669, -0.2126, -0.1285, -0.0441, 0.0889, 0.1102, 0.1098

---

# 4
Below is the molecule C5H8ClNS at a distorted geometry, with properties calculated with wB97M-V/def2-TZVPD.

Summary:
Structure (SMILES)   C[C@H](Cl)[C@H]1CN1C=S
Kohn-Sham gap   8.88 eV
LUMO energy   0.0042 Ha
HOMO level   -8.77 eV

XYZ file:
```
16
Properties=species:S:1:pos:R:3:forces:R:3
C -0.8589 -1.6777 0.4024 -1.7 -0.4 0.0
C -1.4100 -0.2293 0.1100 0.0 -2.1 -0.2
Cl -2.9717 -0.0936 -0.7455 0.2 -0.3 -0.2
C -0.3027 0.4145 -0.5921 3.2 -1.1 -1.4
C 0.2436 1.8326 -0.2408 -2.8 -4.7 2.3
N 0.7994 0.5000 0.3275 -0.5 3.9 1.1
C 2.1255 0.4043 0.1443 2.8 -0.8 -0.2
S 2.8807 -0.7362 -0.8064 -0.6 0.9 0.8
H -0.0988 -1.6119 1.1962 -0.1 0.1 -0.6
H -1.6509 -2.3606 0.8109 0.5 0.7 -0.5
H -0.4717 -2.1329 -0.5392 -0.1 0.3 0.8
H -1.5785 0.2578 1.0096 -0.3 0.9 1.8
H 0.0823 -0.3201 -1.3790 -0.8 2.1 -0.3
H -0.4153 2.3245 0.4672 0.4 0.5 -0.3
H 0.8315 2.2755 -0.9373 1.6 1.5 -1.8
H 2.7954 1.1530 0.7722 -1.7 -1.4 -1.3
```
Positions in Å, forces in eV/Å.

Per-atom natural (NBO) charges, elementary charge units: -0.6197, -0.2002, -0.0517, -0.0921, -0.2151, -0.4366, -0.0695, -0.1059, 0.2357, 0.2268, 0.2218, 0.2100, 0.2460, 0.2227, 0.2163, 0.2116

---

# 5
Below is a structure of composition C10H9FI2O at a distorted geometry, with properties calculated with wB97M-V/def2-TZVPD.

Summary:
Kohn-Sham gap   8.04 eV
LUMO energy   -0.0157 Ha
HOMO level   -8.46 eV

XYZ file:
```
23
Properties=species:S:1:pos:R:3:forces:R:3
C 1.4855 -2.0891 0.6856 -0.4 -0.8 0.7
C 0.6422 -3.1557 0.6109 1.1 -2.3 0.1
C -1.3272 -1.8252 -0.0653 3.7 -0.8 1.7
C -0.4308 -0.7248 -0.0361 -1.2 -2.3 0.6
C 0.8951 -0.8920 0.3800 1.2 1.7 -0.2
C -0.6944 -3.0430 0.3289 -2.0 1.5 -1.3
C 1.2915 1.4845 0.2893 -2.8 -2.9 0.2
C 0.1013 1.5066 -0.6557 1.6 1.4 -1.7
C -0.9730 0.5993 -0.2275 -0.6 1.2 0.8
C -0.3581 2.9631 -0.8492 0.7 0.3 -2.8
O 1.7764 0.1369 0.4935 0.2 1.6 -0.2
F -1.4731 -4.1258 0.3400 -0.2 -0.9 0.1
I -2.5696 0.7592 -1.6142 -0.5 -0.4 -0.3
I -1.7253 1.3664 1.7613 -0.2 -0.4 -0.2
H 2.4726 -2.3109 1.1518 -0.7 1.0 -0.9
H 1.2012 -4.1151 0.7311 -1.4 0.4 0.2
H -2.3731 -1.6371 -0.1882 -0.3 -0.5 -0.2
H 2.0242 2.1106 -0.0099 2.7 1.5 -1.4
H 0.9329 1.8721 1.1886 -0.3 0.5 2.0
H 0.5260 1.0258 -1.5901 -0.7 0.8 0.4
H 0.4912 3.6396 -1.1383 -0.6 -0.8 0.0
H -0.7182 3.3780 0.0389 -0.7 0.4 1.6
H -1.1972 3.0765 -1.6256 1.5 -0.2 1.1
```
Positions in Å, forces in eV/Å.

Per-atom natural (NBO) charges, elementary charge units: -0.2195, -0.2595, -0.2102, -0.2514, 0.3109, 0.3647, -0.0551, -0.3720, -0.1489, -0.6301, -0.4850, -0.3219, 0.2052, 0.0656, 0.2436, 0.2338, 0.2433, 0.1955, 0.1788, 0.2356, 0.2200, 0.2217, 0.2349

---

# 6
Below is a cluster of 2 separate species, C4H14NOSi in total at a distorted geometry, with properties calculated with wB97M-V/def2-TZVPD.

Summary:
Net charge   +1
Kohn-Sham gap   10.36 eV
LUMO energy   -0.1635 Ha
HOMO level   -14.81 eV

XYZ file:
```
21
Properties=species:S:1:pos:R:3:forces:R:3
C 3.2219 -0.3206 -0.3263 0.5 2.1 1.3
C 1.7681 -0.5642 -0.6874 1.3 0.7 -0.7
C 0.9024 -0.3973 0.5015 -1.6 -0.3 0.1
C -0.5931 -0.1845 0.2516 0.3 0.0 2.4
N -1.3101 -0.0673 1.3504 0.3 -0.9 0.1
O -3.9259 -0.2007 1.4530 -1.2 0.4 -1.2
Si -1.1892 0.1481 -1.5508 -1.0 3.4 1.3
H 3.6610 -1.0263 0.3745 0.0 -0.2 -0.2
H 3.5302 0.7379 0.0353 -1.4 -1.4 0.2
H 3.7573 -0.2244 -1.2126 1.3 -0.9 -1.7
H 1.6917 -1.5141 -1.1748 -0.2 -1.0 0.2
H 1.5683 0.0957 -1.5286 -0.4 0.5 0.3
H 1.0681 -1.2042 1.2076 -0.2 -0.6 0.1
H 1.2222 0.4343 1.1028 0.1 0.9 0.0
H -4.2147 -0.6690 2.2432 -0.6 0.0 -0.2
H -0.9566 -0.3932 2.2946 0.2 0.8 -1.6
H -2.3455 0.1160 1.4265 0.6 -0.2 -0.9
H -4.6750 -0.0741 0.7937 1.2 -0.4 1.6
H -2.6997 0.5730 -1.4067 1.6 -0.3 -0.2
H -1.0910 -0.9714 -2.3687 0.4 -1.5 -0.9
H -0.1787 1.3242 -1.8441 -1.3 -1.1 0.0
```
Positions in Å, forces in eV/Å.

Per-atom natural (NBO) charges, elementary charge units: -0.6122, -0.4317, -0.5043, 0.1529, -0.6412, -0.9759, 0.8049, 0.2208, 0.2171, 0.2309, 0.2232, 0.2181, 0.2518, 0.2607, 0.5082, 0.4119, 0.4617, 0.5250, -0.1169, -0.1186, -0.0864